Here is C34H42GeN9O3SV as an isolated structure in a non-equilibrium geometry from the Open Molecules 2025 dataset. Energies are from the ωB97M-V functional and the def2-TZVPD basis.

Properties
total charge: +2
LUMO level (spin up / spin down): -5.77 / -5.52 eV
<S²>: 2.02
multiplicity: 3
gap between HOMO and LUMO (spin up / spin down): 6.93 / 7.17 eV
highest occupied orbital energy (spin up / spin down): -12.70 / -12.70 eV
energy relative to the best compared isomer or geometry (same formula, charge and spin): 10.76 kcal/mol

Each line ends with the Löwdin charge.
Element x y z (Å)
V 0.018 0.253 0.144  0.792
O 1.852 -0.975 0.325  -0.114
C 1.784 -1.532 1.627  -0.139
C 0.362 -1.901 1.972  -0.237
C 0.065 -2.847 2.947  0.030
C -1.257 -3.194 3.175  0.003
C -2.234 -2.612 2.378  -0.003
C -1.854 -1.661 1.448  -0.094
N -0.592 -1.272 1.272  -0.037
H 1.740 -1.702 -0.308  0.101
H 2.151 -0.757 2.312  0.134
H 2.454 -2.398 1.726  0.155
H 0.863 -3.294 3.519  0.135
H -1.514 -3.909 3.940  0.129
H -3.273 -2.875 2.483  0.124
H -2.592 -1.192 0.810  0.114
C -5.114 2.084 0.709  -0.051
N -3.784 1.871 0.191  -0.096
C -2.737 1.321 0.810  -0.092
N -1.744 1.152 -0.061  -0.026
C -2.257 1.638 -1.217  -0.151
N -3.481 2.072 -1.086  0.147
C -5.992 0.866 0.484  -0.194
C -6.929 0.453 1.423  -0.024
C -7.770 -0.616 1.146  -0.044
C -7.676 -1.300 -0.052  0.006
C -6.711 -0.913 -0.977  -0.131
C -5.881 0.172 -0.709  0.023
C -6.547 -1.578 -2.251  -0.277
N -7.420 -2.210 -2.974  0.124
N -6.819 -2.565 -4.109  0.123
C -5.589 -2.161 -4.046  -0.279
O -5.342 -1.521 -2.876  0.127
C -4.520 -2.329 -5.007  -0.131
C -4.780 -2.383 -6.372  0.009
C -3.724 -2.521 -7.256  -0.038
C -2.426 -2.622 -6.788  -0.026
C -2.164 -2.599 -5.421  -0.194
C -0.743 -2.815 -4.946  -0.062
N -0.546 -2.486 -3.559  -0.117
C -0.650 -1.305 -2.942  -0.124
N -0.425 -1.456 -1.645  0.055
C -0.191 -2.786 -1.527  -0.190
N -0.259 -3.424 -2.665  0.154
C -3.213 -2.437 -4.534  0.024
H -5.546 2.934 0.172  0.150
H -5.046 2.324 1.771  0.139
H -2.730 1.065 1.854  0.152
H -1.728 1.679 -2.149  0.109
H -7.027 0.978 2.361  0.117
H -8.512 -0.910 1.871  0.116
H -8.329 -2.127 -0.282  0.127
H -5.176 0.493 -1.462  0.107
H -5.796 -2.309 -6.720  0.126
H -3.911 -2.549 -8.317  0.118
H -1.610 -2.739 -7.485  0.121
H -0.046 -2.236 -5.562  0.138
H -0.488 -3.876 -5.039  0.149
H -0.898 -0.389 -3.441  0.135
H 0.008 -3.292 -0.602  0.120
H -3.049 -2.423 -3.465  0.117
C 1.762 3.798 3.216  -0.201
Ge 1.556 2.787 1.521  0.823
C 3.322 1.959 1.058  -0.206
C 0.660 4.012 0.217  -0.202
C 0.268 1.293 1.863  -0.332
H 2.467 4.610 3.074  0.023
H 2.130 3.171 4.023  0.022
H 0.813 4.228 3.521  0.022
H 4.042 2.701 0.721  0.026
H 3.245 1.169 0.311  -0.012
H 3.725 1.529 1.974  0.029
H 1.328 4.790 -0.141  0.024
H -0.149 4.498 0.757  0.027
H 0.230 3.479 -0.626  -0.016
H -0.621 1.780 2.270  0.005
H 0.689 0.704 2.680  0.011
O 0.738 1.326 -1.339  -0.656
S 1.884 1.147 -2.318  1.054
C 1.157 1.665 -3.937  -0.283
C 2.064 2.744 -4.502  -0.213
C 2.432 3.618 -3.311  -0.209
C 2.903 2.671 -2.222  -0.279
H 0.167 2.062 -3.708  0.097
H 1.078 0.794 -4.581  0.086
H 1.554 3.311 -5.281  0.133
H 2.961 2.299 -4.939  0.127
H 1.555 4.175 -2.975  0.122
H 3.215 4.330 -3.564  0.132
H 2.805 3.085 -1.224  0.056
H 3.928 2.341 -2.382  0.111